Molecular formula: C13H38NbO5S5
Method: DFT, wB97M-V/def2-TZVPD

Results
Total charge   -1

XYZ file:
```
62
Properties=species:S:1:pos:R:3:mulliken_charge:R:1
C -3.28242 0.17298 2.12470 -0.24
C -2.13051 0.06449 1.71310 0.10
C -0.60520 -0.06988 1.38434 -1.07
Nb 0.59263 -0.19828 3.36994 -0.68
H -4.15050 0.09748 2.82614 0.34
H -0.24502 0.88505 0.87890 0.28
H -0.39723 -0.98523 0.74569 0.30
H 1.26296 -1.81654 2.85278 0.00
H 2.00311 0.68774 2.55445 0.05
H -0.16321 1.39068 3.93552 -0.01
H -0.85679 -1.12153 4.03750 0.05
H 1.50292 -0.34828 4.93527 0.01
C -2.35669 -2.40628 -1.70611 -0.83
S -1.93101 -3.97779 -0.93231 0.48
O -0.66516 -3.77396 -0.17399 -0.58
C -1.50831 -4.83666 -2.46207 -0.74
H -2.61856 -1.69619 -0.91997 0.19
H -1.50332 -2.02515 -2.26968 0.30
H -3.21340 -2.54575 -2.36793 0.39
H -0.70701 -4.30592 -2.97933 0.31
H -2.39005 -4.90098 -3.10195 0.39
H -1.17213 -5.84241 -2.20902 0.08
C -3.54973 3.63567 1.11831 -0.92
S -3.73572 3.11871 -0.59579 0.55
O -2.84454 3.98553 -1.42589 -0.64
C -5.42157 3.73166 -0.79800 -0.97
H -2.54158 3.38467 1.44606 0.22
H -3.69933 4.71355 1.20016 0.38
H -4.27420 3.10507 1.73819 0.37
H -5.45516 4.80393 -0.59690 0.29
H -6.08646 3.19966 -0.11574 0.34
H -5.73472 3.54575 -1.82571 0.31
C 1.37440 -7.85671 -2.69131 -0.88
S 2.08209 -8.99275 -1.48343 0.48
O 1.61766 -10.36553 -1.83572 -0.62
C 1.08808 -8.42613 -0.09007 -0.85
H 1.82742 -8.05903 -3.66187 0.37
H 0.29536 -8.00684 -2.75713 0.23
H 1.59400 -6.82880 -2.39752 0.35
H 0.02731 -8.54081 -0.31827 0.27
H 1.31678 -7.37992 0.12036 0.35
H 1.33918 -9.03239 0.77997 0.31
C 0.29747 5.93123 -1.06469 -0.89
S 0.41899 4.89547 0.40437 0.69
O -0.75938 5.20437 1.26785 -0.65
C 1.84404 5.73555 1.11395 -0.93
H -0.56449 5.60090 -1.64586 0.26
H 0.16222 6.97506 -0.77472 0.32
H 1.20335 5.82049 -1.66351 0.32
H 1.61793 6.79240 1.27156 0.38
H 2.69626 5.62401 0.43958 0.33
H 2.07614 5.26882 2.07168 0.30
C 5.88755 2.98248 0.40069 -0.97
S 4.58119 3.15474 -0.82979 0.36
O 3.87348 4.44155 -0.55546 -0.62
C 3.54052 1.83105 -0.19238 -0.81
H 6.63830 3.75105 0.21533 0.33
H 5.47506 3.11219 1.40259 0.31
H 6.34767 1.99773 0.30780 0.37
H 3.27314 2.03347 0.84610 0.14
H 4.07197 0.88099 -0.26462 0.43
H 2.63424 1.78359 -0.79619 0.30
```

=====

Molecular formula: C27H26FN5O4
Method: DFT, wB97M-V/def2-TZVPD

Results
Total charge   0

XYZ file:
```
63
Properties=species:S:1:pos:R:3:mulliken_charge:R:1
C -1.39436 3.70176 1.05141 -0.71
C -0.58470 3.47576 -0.22180 -1.05
N 0.08039 2.18513 -0.20844 0.17
C 1.32420 2.12478 0.29638 0.03
C 2.08325 0.99922 0.40171 -0.59
C 3.45379 1.17853 0.96413 0.35
O 3.87963 2.28134 1.27656 -0.76
N 4.15840 0.04109 1.09920 -0.14
C 5.52657 0.03443 1.53927 -1.20
C 6.49399 -0.40218 0.47145 0.81
C 7.76280 -0.85869 0.81393 -0.57
C 8.63303 -1.23323 -0.19551 -0.30
N 8.32434 -1.18617 -1.48067 -0.63
C 7.11869 -0.75359 -1.80621 -0.45
C 6.17113 -0.35031 -0.87902 -0.12
C 1.55660 -0.26967 -0.05173 1.77
O 2.16551 -1.34318 -0.01336 -0.93
C 0.19694 -0.18022 -0.58449 0.61
C -0.40383 -1.34219 -1.07558 -0.83
C -1.67322 -1.31986 -1.57595 0.42
F -2.15900 -2.47337 -2.10677 -0.42
C -2.46205 -0.14896 -1.57599 -0.49
N -3.74663 -0.15549 -2.09064 -0.06
C -4.47370 1.07657 -2.29041 -0.83
C -5.16191 1.53754 -0.97653 -0.89
N -5.18970 0.41150 -0.06409 0.11
C -4.29599 0.40814 0.96187 0.95
O -3.68840 1.41104 1.29252 -0.70
C -4.10276 -0.86947 1.69237 -0.06
C -4.95530 -1.72969 2.33272 -0.55
C -4.13838 -2.71156 2.93822 -0.49
C -2.85662 -2.37562 2.62315 -0.62
O -2.82664 -1.26243 1.88331 -0.17
C -5.68392 -0.78151 -0.71064 -0.65
C -4.65867 -1.24009 -1.78510 -0.91
C -1.84304 1.00874 -1.11275 -0.01
C -0.52949 1.02376 -0.63522 -0.28
H -0.73516 3.69265 1.91590 0.38
H -1.89199 4.66678 1.00579 0.37
H -2.14207 2.92496 1.18508 0.13
H 0.18835 4.24379 -0.30800 0.51
H -1.21818 3.54747 -1.10795 0.39
H 1.75995 3.05503 0.63768 0.51
H 3.72592 -0.82073 0.76815 0.35
H 5.76231 1.06392 1.83865 0.39
H 5.63421 -0.61324 2.41776 0.40
H 8.06354 -0.91847 1.84935 0.37
H 9.62847 -1.59252 0.03208 0.36
H 6.90288 -0.72916 -2.86668 0.36
H 5.20181 -0.00206 -1.20056 0.37
H 0.16661 -2.25809 -1.07165 0.54
H -3.80714 1.84341 -2.68340 0.43
H -5.23147 0.86997 -3.05260 0.41
H -6.18448 1.87282 -1.16998 0.44
H -4.61407 2.34173 -0.48398 0.37
H -6.02284 -1.65698 2.38966 0.59
H -4.46447 -3.54582 3.52402 0.47
H -1.91665 -2.83718 2.85138 0.50
H -6.64324 -0.52815 -1.16994 0.35
H -5.84718 -1.57091 0.01857 0.27
H -4.11290 -2.10058 -1.41190 0.41
H -5.17918 -1.53589 -2.70209 0.42
H -2.41412 1.91747 -1.08266 0.11
```

=====

Molecular formula: H12LiO6
Method: DFT, wB97M-V/def2-TZVPD

Results
<S²>   0.757
Spin multiplicity   2
Total charge   +2

XYZ file:
```
19
Properties=species:S:1:pos:R:3:mulliken_spin:R:1
Li 1.11148 -0.85633 35.54908 0.00
O 2.60360 -1.50882 34.21279 0.00
H 2.41112 -1.02040 33.41240 0.00
H 3.49526 -1.83349 34.08724 0.00
O 0.59620 1.18610 35.18577 0.00
H 0.87786 1.77713 34.48749 0.00
H 0.47282 1.75444 35.94602 0.00
O 2.52158 -3.97338 35.78864 0.70
H 2.39008 -3.37702 35.05156 -0.02
H 3.46691 -3.96465 35.93871 -0.02
O -0.44474 -1.13084 37.17500 0.27
H 0.09586 -1.37732 37.92548 -0.01
H -0.99438 -1.89759 37.01300 -0.01
O -0.33741 -1.73548 34.38933 0.10
H -1.29107 -1.65599 34.36860 0.00
H -0.15925 -2.59036 33.99735 0.00
O 2.26367 -0.45369 37.10196 0.00
H 3.21512 -0.48057 37.20314 0.00
H 1.97892 0.24231 37.69419 0.00
```

=====

Molecular formula: C4H8Br2
Method: DFT, wB97M-V/def2-TZVPD

Results
Total charge   0

XYZ file:
```
14
Properties=species:S:1:pos:R:3:mulliken_charge:R:1
C -1.07912 0.54042 -0.93580 -1.15
C 1.03016 0.99396 0.32338 -1.38
C 0.13166 -0.04559 -0.41909 0.25
C -0.14520 -1.45251 0.67920 -0.39
Br 1.40244 -2.60057 0.63878 -0.09
Br -0.55958 -0.98679 2.51539 -0.08
H -1.29604 1.57876 -0.51384 0.27
H -0.88990 0.61845 -2.00031 0.29
H -1.98088 -0.05886 -0.84041 0.34
H 1.77387 1.46110 -0.31807 0.34
H 1.54392 0.63659 1.17774 0.39
H 0.42167 1.73238 0.79254 0.41
H 0.67419 -0.48323 -1.20730 0.40
H -1.02721 -1.93412 0.10777 0.41
```

=====

Molecular formula: C7H10N3O2S
Method: DFT, wB97M-V/def2-TZVPD

Results
Total charge   +1

XYZ file:
```
23
Properties=species:S:1:pos:R:3:mulliken_charge:R:1
C -2.08709 0.21011 -1.36292 -0.77
N -1.02633 0.77019 -0.65724 -0.24
C 0.15499 1.10932 -1.02157 1.48
C 0.91835 1.47722 -2.13929 -0.70
C 2.11856 1.82581 -1.68971 -0.29
N 2.31441 1.64661 -0.32273 -0.53
C 1.13859 1.37825 0.10607 -0.27
N 0.69072 1.10577 1.32545 0.00
C -0.40841 0.23972 1.38253 -0.45
S 0.03905 -1.46866 0.78309 1.25
C -0.02290 -2.50923 2.23448 -0.99
O 1.34337 -1.41057 0.26914 -0.57
O -0.98374 -2.00046 -0.02909 -0.65
H -2.09451 0.26733 -2.54402 0.33
H -2.20573 -0.93131 -1.06355 0.32
H -2.98973 0.76483 -1.09267 0.33
H 0.53088 1.47505 -3.23301 0.33
H 2.98137 2.05697 -2.39563 0.38
H 0.89202 1.68400 2.11240 0.35
H -1.08845 0.49951 2.16590 0.58
H 0.31294 -2.09187 3.20097 0.38
H -1.05865 -2.73287 2.25376 0.39
H 0.53030 -3.36570 1.71764 0.34
```

=====

In the order shown, the computed relative energy (zero: lowest compared OMol25 entry of this formula, charge and spin) values come out to 65.4; 16.3; 70.5; 40.8; 319.4 kJ/mol.
In the order shown, the computed E_tot values come out to -80048.915; -46779.735; -12666.467; -144361.582; -26809.956 eV.